No. 1
The following is a quantum chemistry calculation of a molecular structure, ClCu in a non-equilibrium geometry, from the Open Molecules 2025 dataset.

```
2
Properties=species:S:1:pos:R:3:lowdin_charge:R:1
Cu -11.80 -4.37 15.39 0.575
Cl -13.29 -3.57 16.24 0.425
```

Results
* HOMO-LUMO gap (alpha / beta): 11.05 / 7.52 eV
* multiplicity: 2
* net charge: +1
* expectation value of S²: 0.756

=====

No. 2
The following is a quantum chemistry calculation of a molecular structure, C18H14BCl3MnN8O in a non-equilibrium geometry, from the Open Molecules 2025 dataset.

```
46
Properties=species:S:1:pos:R:3:lowdin_charge:R:1
Mn -0.04 0.02 -0.03 0.697
C -0.38 4.13 -0.34 0.005
C -0.68 2.85 -0.74 -0.097
N 0.05 1.97 -0.03 -0.077
N 0.82 2.66 0.83 0.062
C 0.57 3.97 0.66 0.004
B 1.76 1.83 1.76 -0.608
N 2.55 0.87 0.82 0.048
C 3.87 0.67 0.68 0.004
C 4.08 -0.31 -0.28 0.005
C 2.81 -0.68 -0.69 -0.069
N 1.90 0.05 -0.02 -0.055
N 0.81 0.93 2.61 0.047
C 0.67 0.82 3.93 -0.005
C -0.29 -0.15 4.20 -0.001
C -0.70 -0.59 2.95 -0.090
N -0.03 0.06 2.00 -0.022
N 2.71 2.58 2.63 -0.013
C 3.00 3.89 2.90 -0.058
C 3.95 3.93 3.87 -0.035
C 4.21 2.57 4.16 -0.118
N 3.48 1.76 3.41 0.057
H -0.78 5.05 -0.72 0.123
H -1.37 2.52 -1.51 0.116
H 1.04 4.72 1.26 0.118
H 4.58 1.20 1.29 0.137
H 5.02 -0.70 -0.63 0.120
H 2.51 -1.42 -1.42 0.127
H 1.25 1.42 4.61 0.139
H -0.64 -0.48 5.16 0.118
H -1.43 -1.35 2.70 0.118
H 2.53 4.72 2.40 0.100
H 4.42 4.79 4.30 0.109
H 4.92 2.16 4.86 0.117
Cl -5.21 -4.61 0.06 0.914
C -3.74 -3.82 -0.03 -0.601
C -3.74 -2.40 -0.13 -0.061
C -2.54 -1.79 -0.19 -0.468
Cl -2.33 -0.08 -0.30 0.981
C -1.28 -2.50 -0.15 -0.383
O -0.20 -1.85 -0.17 -0.054
C -1.34 -3.95 -0.05 -0.552
Cl 0.11 -4.80 0.01 0.901
C -2.55 -4.57 0.01 -0.073
H -4.67 -1.85 -0.14 0.138
H -2.60 -5.65 0.09 0.135
```

Results
* HOMO-LUMO gap (alpha / beta): 3.61 / 3.83 eV
* multiplicity: 2
* net charge: +2
* expectation value of S²: 1.176

=====

No. 3
The following is a quantum chemistry calculation of 10 unconnected molecules or ions with the total composition C8H32O9 in a non-equilibrium geometry, from the Open Molecules 2025 dataset.

```
49
Properties=species:S:1:pos:R:3:lowdin_charge:R:1
C 0.55 4.14 0.27 -0.122
C 1.75 3.24 -0.04 -0.236
C 1.51 1.83 0.50 -0.131
C 0.33 1.22 -0.36 -0.292
C -0.71 0.80 0.33 0.036
C 1.09 -0.15 -2.17 0.073
C 0.59 1.03 -1.79 -0.313
C -0.09 1.96 -2.77 -0.040
H 0.42 5.06 -0.29 0.065
H 0.09 4.17 1.25 0.073
H -0.37 3.67 -0.33 0.091
H 1.88 3.35 -1.13 0.115
H 2.52 3.83 0.47 0.106
H 2.15 1.00 0.25 0.072
H 1.34 1.70 1.60 0.113
H -1.50 0.10 0.02 0.075
H -0.69 0.79 1.42 0.053
H 1.34 -0.90 -1.41 0.064
H 1.27 -0.72 -3.07 0.081
H 0.53 2.46 -3.52 0.075
H -0.51 2.79 -2.23 0.051
H -0.78 1.46 -3.47 0.090
H -3.06 0.87 1.07 -0.025
H -4.57 1.28 1.50 0.040
O -3.69 1.02 1.76 -0.045
H -1.43 -4.05 -1.71 0.015
H 0.15 -4.17 -1.90 0.020
O -0.69 -4.61 -1.99 -0.058
H -0.06 -3.36 0.38 0.062
H -0.45 -1.90 0.51 0.017
O -0.39 -2.61 -0.14 -0.059
H -3.21 -1.92 -1.50 -0.009
H -3.97 -2.17 -2.75 0.035
O -3.84 -1.48 -2.08 -0.063
H 5.08 -0.12 1.69 0.052
H 3.67 0.49 1.74 0.025
O 4.39 0.26 1.14 -0.043
H -3.55 -2.21 1.68 0.031
H -2.65 -3.02 0.68 0.014
O -3.39 -2.41 0.76 -0.052
H -0.71 -2.45 3.70 0.037
H -1.48 -1.49 2.76 0.013
O -1.54 -2.33 3.22 -0.047
H 0.78 -0.15 4.33 0.051
H 0.56 0.28 2.88 -0.008
O 1.13 -0.26 3.44 -0.048
H 3.83 0.78 -0.89 -0.015
H 3.86 1.82 -1.97 0.029
O 4.17 0.92 -1.79 -0.066
```

Results
* HOMO-LUMO gap: 9.34 eV
* structure (SMILES): C=C(C)C(=C)CCC.O.O.O.O.O.O.O.O.O

=====

No. 4
The following is a quantum chemistry calculation of a molecular structure, C5H8O in a non-equilibrium geometry, from the Open Molecules 2025 dataset.

```
14
Properties=species:S:1:pos:R:3:lowdin_charge:R:1
C 0.55 0.83 -1.14 -0.005
C -1.84 0.18 -0.36 -0.059
C -0.37 0.31 -0.15 -0.313
C 0.70 -1.07 1.80 0.000
O 1.74 -0.25 -0.61 -0.101
C 0.40 -0.45 0.68 -0.151
H 2.57 0.19 -0.37 0.094
H 0.26 0.72 -2.19 0.111
H 1.09 1.76 -0.93 0.103
H -2.07 -0.04 -1.41 0.075
H -2.25 -0.62 0.25 0.080
H -2.37 1.11 -0.12 0.073
H 0.32 -0.69 2.74 0.049
H 1.26 -1.99 1.81 0.045
```

Results
* HOMO-LUMO gap: 8.31 eV

=====

No. 5
The following is a quantum chemistry calculation of a molecular structure, C35H42Cl5N2O4PSi2SnTe, from the Open Molecules 2025 dataset.

```
93
Properties=species:S:1:pos:R:3:lowdin_charge:R:1
Sn -0.46 -0.91 -0.45 1.182
O 3.11 -0.54 0.62 -0.063
C 2.44 0.40 0.19 -0.643
O 1.33 0.26 -0.45 -0.357
C 2.93 1.81 0.33 -0.131
C 4.30 1.98 0.48 -0.013
C 4.86 3.25 0.55 -0.069
C 4.03 4.35 0.49 -0.071
C 2.65 4.19 0.37 -0.083
C 2.08 2.93 0.29 -0.285
P 0.25 2.71 0.24 1.151
C -0.12 2.78 -1.55 -0.373
C 0.82 3.08 -2.54 -0.068
C 0.46 3.03 -3.88 -0.078
C -0.84 2.71 -4.25 -0.089
C -1.78 2.42 -3.27 -0.084
C -1.42 2.44 -1.94 -0.133
C -0.33 4.34 0.85 -0.366
C -1.15 5.20 0.13 -0.077
C -1.68 6.33 0.74 -0.082
C -1.41 6.62 2.06 -0.089
C -0.59 5.76 2.79 -0.088
C -0.07 4.63 2.19 -0.118
H 4.92 1.09 0.53 0.117
H 5.93 3.37 0.66 0.104
H 4.44 5.35 0.55 0.105
H 2.02 5.07 0.35 0.106
H 1.83 3.33 -2.26 0.105
H 1.20 3.26 -4.64 0.103
H -1.11 2.68 -5.30 0.100
H -2.79 2.16 -3.55 0.103
H -2.16 2.20 -1.18 0.075
H -1.37 5.00 -0.91 0.098
H -2.32 7.00 0.16 0.102
H -1.83 7.50 2.54 0.101
H -0.37 5.97 3.83 0.097
H 0.56 3.96 2.77 0.105
Cl -1.71 3.66 5.66 0.683
C -1.65 2.56 4.33 -0.732
C -0.56 1.70 4.18 -0.714
Cl 0.73 1.74 5.31 0.700
C -0.52 0.82 3.11 -0.612
Cl 0.81 -0.25 2.90 0.758
C -1.54 0.77 2.15 -0.520
O -1.53 -0.05 1.13 -0.397
C -2.62 1.65 2.33 -0.602
Cl -3.88 1.61 1.15 0.733
C -2.67 2.53 3.39 -0.707
Cl -4.00 3.61 3.55 0.696
C -4.24 -1.78 -0.33 -0.080
N -4.02 -2.00 1.09 0.025
C -2.80 -2.42 1.51 -0.630
N -2.59 -2.40 2.86 0.195
O -1.94 -2.85 0.73 -0.136
H -5.31 -1.66 -0.50 0.087
H -3.89 -2.64 -0.89 0.088
H -3.72 -0.89 -0.69 0.052
H -4.56 -1.43 1.72 0.123
H -3.16 -1.81 3.44 0.108
H -1.63 -2.49 3.14 0.085
C 2.44 -6.29 2.41 -0.187
Si 0.64 -5.89 2.11 0.381
C -0.07 -4.92 3.55 -0.184
C -0.33 -7.48 1.90 -0.182
C 0.48 -4.87 0.55 -0.553
Te 1.49 -2.98 0.73 1.305
C 2.87 -3.39 -0.85 -0.533
Si 2.26 -3.27 -2.63 0.405
C 2.31 -1.48 -3.19 -0.168
C 3.45 -4.27 -3.68 -0.184
C 0.54 -3.97 -2.83 -0.187
H 2.56 -6.90 3.31 0.032
H 3.04 -5.38 2.55 0.020
H 2.87 -6.85 1.58 0.032
H 0.10 -5.44 4.50 0.035
H -1.15 -4.79 3.42 0.023
H 0.40 -3.93 3.64 0.012
H -0.26 -8.10 2.79 0.031
H 0.06 -8.07 1.06 0.030
H -1.38 -7.28 1.70 0.031
H -0.57 -4.65 0.31 -0.005
H 0.93 -5.38 -0.30 0.008
H 3.25 -4.38 -0.61 0.011
H 3.69 -2.68 -0.68 0.008
H 3.29 -1.04 -2.99 0.043
H 1.57 -0.85 -2.70 -0.008
H 2.13 -1.43 -4.27 0.037
H 4.47 -3.88 -3.60 0.033
H 3.16 -4.23 -4.74 0.032
H 3.46 -5.32 -3.38 0.030
H -0.18 -3.54 -2.13 -0.010
H 0.52 -5.06 -2.69 0.033
H 0.18 -3.76 -3.84 0.038
```

Results
* HOMO-LUMO gap: 8.13 eV

=====

No. 6
The following is a quantum chemistry calculation of a molecular structure, C6H8 in a non-equilibrium geometry, from the Open Molecules 2025 dataset.

```
14
Properties=species:S:1:pos:R:3:lowdin_charge:R:1
C 0.80 0.90 -1.49 -0.104
C 1.32 -1.45 -0.18 0.063
C -0.32 1.37 -0.58 -0.081
C 0.77 -0.30 -0.55 -0.245
C -0.40 0.23 0.15 -0.264
C -1.39 -0.05 1.25 -0.022
H 0.66 0.63 -2.50 0.081
H 1.91 1.31 -1.52 0.144
H 2.13 -1.85 -0.69 0.027
H 1.01 -2.13 0.53 0.041
H -0.99 2.27 -0.55 0.110
H -1.67 0.96 1.57 0.077
H -0.85 -0.67 2.03 0.100
H -2.20 -0.52 0.73 0.072
```

Results
* HOMO-LUMO gap (alpha / beta): 6.03 / 7.80 eV
* multiplicity: 3
* expectation value of S²: 2.012

=====

Quick rundown of energy above the lowest of the compared OMol25 structures with the same formula, charge and spin, same order as above: 0.00; 4.18; 56.66; 101.56; 11.02; 44.12 kcal/mol